[1]
C3H6N2O2 | ωB97M-V with the def2-TZVPD basis set

Atoms and positions in Å:
H  1.55416  0.29325  -2.22979
N  1.70164  0.29912  -1.22211
C  0.58841  0.26832  -0.62445
N  0.48314  0.18754  0.76009
C  1.43917  -0.24395  1.65999
O  1.16909  -0.40976  2.82701
O  -0.61211  0.35335  -1.27373
C  -1.83034  -0.09259  -0.68488
H  -0.41864  0.35184  1.18098
H  2.43171  -0.41199  1.21961
H  -1.88211  0.07596  0.39717
H  -1.99051  -1.15945  -0.87168
H  -2.63362  0.48837  -1.13821

Calculated values
ΔE to the lowest compared entry with this formula, charge and spin	165.3	kJ/mol
SMILES	[H]/N=C(/NC=O)OC
LUMO energy	0.64	eV
E_HOMO	-9.9799	eV
HOMO-LUMO gap	10.618	eV

natural (NBO) population analysis, charges in e, atoms 1 to 8: H 0.361; N -0.727; C 0.701; N -0.667; C 0.546; O -0.569; O -0.515; C -0.247


[2]
C4H11N2O2 | ωB97M-V with the def2-TZVPD basis set

Atoms and positions in Å:
N  2.15658  0.26171  -0.05822
C  1.99861  -1.02938  0.41312
O  3.17728  -1.59344  0.67615
O  0.89292  -1.56708  0.62856
H  1.63598  0.90841  0.58030
H  1.59505  0.30590  -0.88868
H  3.83222  -0.89741  0.51698
C  -2.65440  2.76459  -0.14740
C  -2.00960  1.40000  0.15422
C  -1.88518  0.52221  -0.83286
N  -1.54110  -0.90233  -0.66608
H  -2.86462  2.85449  -1.21237
H  -3.60801  2.92981  0.39960
H  -2.01469  3.51871  0.27848
H  -1.67747  1.14952  1.22737
H  -2.07714  0.76293  -1.87342
H  -0.58242  -0.99325  -0.29731
H  -2.15796  -1.38181  -0.04992
H  -1.64744  -1.33332  -1.57098

Calculated values
ΔE to the lowest compared entry with this formula, charge and spin	146.9	kJ/mol
LUMO energy	-3.35	eV
E_HOMO	-14.3734	eV
charge	+1
HOMO-LUMO gap	11.021	eV

natural (NBO) population analysis, charges in e, atoms 1 to 8: N -0.900; C 0.912; O -0.607; O -0.659; H 0.402; H 0.382; H 0.518; C -0.645


[3]
C56H29Cl9N4OSeSr | ωB97M-V with the def2-TZVPD basis set

Atoms and positions in Å:
Sr  0.66555  0.36790  -0.02123
Cl  2.83015  -3.55670  8.88497
C  2.60495  -3.03590  7.24037
C  3.58315  -3.30980  6.30087
C  3.40965  -2.89580  4.99147
C  2.26785  -2.19000  4.60107
C  1.30305  -1.92370  5.58407
C  1.45645  -2.34680  6.88777
C  2.09565  -1.61160  3.27167
C  1.53235  -0.31800  3.15787
C  2.03655  0.63150  2.21027
C  1.10405  1.62290  2.14497
C  0.05195  1.22670  3.02787
C  -1.28065  1.77880  3.00077
C  -1.80895  2.37200  4.21517
C  -1.47825  1.84560  5.47117
C  -1.98205  2.39660  6.63127
C  -2.80575  3.50870  6.55267
Cl  -3.47805  4.18580  8.00837
C  -3.07785  4.10680  5.33397
C  -2.57855  3.54140  4.17807
C  -2.02485  1.62110  1.83367
N  -1.60865  0.87390  0.76877
C  -2.65875  0.71180  -0.06003
C  -2.72795  -0.14060  -1.17403
C  -3.98425  -0.12670  -1.94743
C  -4.76925  -1.27630  -2.02053
C  -5.94865  -1.29500  -2.74053
C  -6.34715  -0.14450  -3.40003
Cl  -7.82365  -0.15030  -4.31753
C  -5.58695  1.01130  -3.34943
C  -4.41765  1.01990  -2.61113
C  -1.75115  -1.06720  -1.58763
C  -1.84475  -1.93430  -2.73793
C  -0.66735  -2.60540  -2.81693
C  0.13135  -2.17790  -1.69293
N  -0.55935  -1.25380  -0.98573
C  1.38125  -2.72510  -1.35243
C  2.02745  -2.63140  -0.10253
C  3.13215  -3.45800  0.31907
C  3.29225  -3.25410  1.65137
C  2.36355  -2.22030  2.02297
N  1.62405  -1.86890  0.93427
C  2.07675  -3.40230  -2.46713
C  2.35925  -2.59910  -3.57523
C  3.02695  -3.09690  -4.67603
C  3.41015  -4.42710  -4.67553
Cl  4.27225  -5.07030  -6.04093
C  3.12085  -5.25780  -3.60813
C  2.45315  -4.74190  -2.50823
C  -3.80655  1.42030  0.47257
C  -3.42075  1.96440  1.64727
N  0.38875  0.13680  3.72857
H  4.48045  -3.83790  6.59407
H  4.19015  -3.09810  4.27417
H  0.42945  -1.36660  5.28437
H  0.69645  -2.14340  7.62757
H  3.01755  0.60300  1.76357
H  1.17925  2.56460  1.63647
H  -0.82505  0.98600  5.51337
H  -1.74705  1.96860  7.59527
H  -3.67315  5.00760  5.29177
H  -2.75295  4.03620  3.23657
H  -4.44615  -2.16190  -1.49323
H  -6.55255  -2.19010  -2.77853
H  -5.91235  1.89270  -3.88163
H  -3.82355  1.91940  -2.55973
H  -2.68835  -2.00660  -3.40203
H  -0.37895  -3.35100  -3.53823
H  3.70385  -4.10850  -0.31533
H  4.01465  -3.73310  2.28687
H  2.07205  -1.55860  -3.55093
H  3.25175  -2.46080  -5.51983
H  3.41925  -6.29550  -3.64513
H  2.21985  -5.39650  -1.68133
H  -4.78275  1.45020  0.02357
H  -4.03055  2.49310  2.35337
Cl  -3.51845  6.11010  -3.21483
C  -2.42845  4.95950  -2.53803
C  -1.92835  5.12440  -1.24983
Cl  -2.45395  6.45410  -0.29673
C  -1.03325  4.21550  -0.72523
Cl  -0.44065  4.44110  0.86847
C  -0.59975  3.04910  -1.42343
O  0.22625  2.23040  -0.95673
C  -1.20625  2.88790  -2.70653
Cl  -0.85685  1.41110  -3.52053
C  -2.06505  3.82010  -3.25323
Cl  -2.71455  3.56010  -4.82543
Se  3.57685  0.36400  -1.22823
C  3.73985  0.85310  -3.04403
C  4.87495  0.48900  -3.76753
C  4.99865  0.83900  -5.09723
C  3.99565  1.55510  -5.73103
C  2.86995  1.92770  -5.01303
C  2.74495  1.58650  -3.68143
H  5.65925  -0.07120  -3.27653
H  5.88605  0.54700  -5.64863
H  4.09235  1.82270  -6.77633
H  2.08085  2.48790  -5.49623
H  1.87515  1.89180  -3.11693

Calculated values
ΔE to the lowest compared entry with this formula, charge and spin	117.1	kJ/mol
LUMO energy (spin up / spin down)	2.90 / 2.90	eV
E_HOMO (spin up / spin down)	-1.9966 / -1.9965	eV
charge	-2
HOMO-LUMO gap (spin up / spin down)	4.899 / 4.900	eV

Löwdin population analysis, charges in e, atoms 1 to 8: Sr 1.344; Cl 0.617; C -0.688; C -0.119; C -0.020; C -0.138; C -0.009; C -0.105


[4]
C6H6O | ωB97M-V with the def2-TZVPD basis set

Atoms and positions in Å:
C  0.95903  -1.66195  0.75867
C  0.89441  -0.46090  0.68998
C  0.33438  0.48436  -0.28287
C  -0.13397  -0.46645  -1.30228
C  -0.29346  -1.42751  -2.00287
C  -0.74471  1.29783  0.40651
O  -0.18211  1.92927  1.52903
H  1.05514  -2.60255  1.19367
H  1.12550  1.09944  -0.70511
H  -0.57231  -2.12726  -2.74125
H  -1.58304  0.63170  0.67571
H  -1.10809  2.07065  -0.26581
H  0.24922  1.23336  2.04662

Calculated values
ΔE to the lowest compared entry with this formula, charge and spin	493.0	kJ/mol
SMILES	C#CC(C#C)CO
LUMO energy	0.45	eV
E_HOMO	-9.5820	eV
HOMO-LUMO gap	10.034	eV

natural (NBO) population analysis, charges in e, atoms 1 to 8: C -0.114; C -0.075; C -0.388; C 0.006; C -0.236; C -0.040; O -0.702; H 0.224


[5]
C6H12N4O2Si | ωB97M-V with the def2-TZVPD basis set

Atoms and positions in Å:
C  -2.62114  -0.55031  -1.39695
Si  -0.89311  -0.96442  -0.65531
C  -0.68727  -2.86745  -0.21970
C  0.53598  -0.58273  -1.93712
C  -0.44115  -0.00514  0.95191
N  -0.84053  -0.17963  2.40048
N  -0.17710  0.78589  3.19229
C  0.66431  1.59107  2.22581
N  1.63423  2.73607  2.41850
C  2.86323  2.26371  1.94291
O  4.08511  1.72601  1.67618
N  0.52839  1.14547  0.78650
H  -2.87070  -1.39500  -2.20073
H  -2.68341  0.46742  -1.97897
H  -3.50936  -0.56088  -0.62278
H  -0.95404  -2.94048  0.92813
H  0.45821  -3.08459  -0.32710
H  -1.37585  -3.51949  -0.90945
H  1.52603  -0.21105  -1.40215
H  0.80292  -1.59732  -2.47606
H  0.20933  0.16623  -2.77591
H  -0.20857  0.92559  4.22903
H  1.00819  1.54970  -0.04839
O  1.09747  2.35749  -1.69473
H  1.84882  2.74385  -2.10636

Calculated values
LUMO energy	-1.53	eV
E_HOMO	-6.9828	eV
HOMO-LUMO gap	5.449	eV

natural (NBO) population analysis, charges in e, atoms 1 to 8: C -1.131; Si 1.557; C -1.103; C -1.109; C 0.005; N -0.228; N -0.372; C 0.546


M readings, ordered: 102.09, 119.14, 1259.53, 94.11, 200.27 g/mol